13
Properties=species:S:1:pos:R:3:forces:R:3 method="wB97M-V/def2-TZVPD" total_charge=+1 orbital_gap_ev="7.060 / 7.112" energy_ha=-1047.16889 mol_weight_g_mol=271.97 e_lumo_ev="-5.34 / -5.29" spin_multiplicity=4 de_lowest_ev=0.000
H -2.4037 -2.0192 -0.5083 0.0 0.6 0.1
C -0.5176 -1.5670 -1.4137 1.6 -0.5 0.1
H -1.0636 -1.7924 0.6373 -0.1 0.2 -0.3
O 4.6103 1.7564 1.7966 -5.5 3.9 -3.0
Pr 1.1469 2.7140 1.2400 -3.0 -1.2 -1.0
C -0.9212 0.8203 0.1806 1.0 -0.6 1.1
C 3.7007 2.3700 1.3420 6.8 -4.3 3.1
O -1.8697 -0.0430 -0.1431 -1.1 0.6 0.0
O -1.2307 1.8813 0.7809 0.0 1.1 0.0
C -1.5140 -1.4107 -0.2906 0.6 -0.8 0.1
O 0.5626 -2.0913 -1.2376 -1.2 0.2 -0.5
H -0.7965 -1.1345 -2.3989 0.0 -0.1 0.2
O 0.2964 0.5160 0.0148 0.8 0.7 0.1

=====

14
Properties=species:S:1:pos:R:3:forces:R:3 method="wB97M-V/def2-TZVPD" smiles="C#CCCNC=O" total_charge=0 orbital_gap_ev=10.727 energy_ha=-324.66274 mol_weight_g_mol=97.12 e_lumo_ev=0.90 de_lowest_ev=1.680
H -0.5998 -0.3657 1.5574 0.1 0.1 0.0
H 1.1289 0.1446 -1.2384 -0.2 0.0 0.0
C 1.1355 0.6973 1.7021 0.0 0.1 -0.1
C -0.4233 -1.2813 -1.1716 -0.2 -0.5 0.1
H 1.3431 0.1370 2.6330 0.0 0.1 -0.1
H -1.1446 -3.4287 -0.9836 0.1 0.2 0.0
C -0.5006 0.9581 -0.0913 -0.1 0.1 -0.1
C -0.8120 -2.4162 -1.0564 0.2 0.5 -0.1
C 0.0332 0.1104 -1.2565 0.1 0.0 0.0
O 1.9282 1.4765 1.2097 -0.3 -0.2 0.1
H -1.5933 1.0080 -0.1246 0.2 0.0 0.0
H -0.2891 0.5512 -2.2075 0.0 -0.1 0.1
N -0.1021 0.4361 1.2002 0.1 0.0 0.0
H -0.1042 1.9728 -0.1725 -0.1 -0.1 0.0

=====

13
Properties=species:S:1:pos:R:3:forces:R:3 method="wB97M-V/def2-TZVPD" total_charge=0 orbital_gap_ev=9.270 energy_ha=-286.53731 mol_weight_g_mol=85.11 e_lumo_ev=0.88 de_lowest_ev=2.567
H 1.0930 0.2521 -1.5592 0.0 -0.1 0.1
H -1.2078 0.8447 -1.1892 0.1 0.1 0.1
C -0.5524 0.9535 -0.3166 0.0 0.0 0.0
H 1.1907 -1.7574 0.3905 -0.1 0.1 -0.1
H 1.5996 0.6165 1.1831 0.1 0.0 -0.1
H -0.4231 2.0137 -0.0901 0.0 -0.1 0.0
C -0.7768 -1.0691 0.9596 0.2 0.7 -0.2
C 0.3518 -1.2179 -0.0615 0.1 -0.1 0.1
C 0.7612 0.1989 -0.5200 -0.3 -0.1 -0.2
N -1.1375 0.1922 0.8075 -0.1 -0.4 0.1
H -1.8634 0.5996 1.3843 0.0 -0.1 -0.2
H 0.0063 -1.8340 -0.9031 -0.1 0.1 0.2
O 1.8224 0.7326 0.2492 -0.1 0.0 0.2

=====

9
Properties=species:S:1:pos:R:3:forces:R:3 method="wB97M-V/def2-TZVPD" total_charge=0 orbital_gap_ev="9.158 / 5.783" energy_ha=-5450.93207 mol_weight_g_mol=233.84 e_lumo_ev="-0.39 / -1.98" de_lowest_ev=4.469
H 1.1488 0.0699 1.5469 -0.2 -0.5 2.7
H -0.3469 0.0709 -1.8829 0.0 -0.3 0.2
O 0.4979 0.9700 -0.1261 0.4 0.5 -0.1
C -0.0965 -0.0133 -0.8266 -0.7 -0.3 0.6
O -2.3056 -0.0263 0.7345 2.1 0.0 0.2
Br -3.8809 0.0120 0.1315 -1.5 0.0 -0.6
O 0.5739 -1.0423 -0.1963 -0.4 -0.2 -0.2
Br 3.1908 0.0076 0.0836 -0.9 0.0 0.3
C 1.2185 -0.0486 0.5355 1.2 0.9 -3.0

=====

30
Properties=species:S:1:pos:R:3:forces:R:3 method="wB97M-V/def2-TZVPD" smiles=O.O.O.O.O.O.O.O.O.O total_charge=0 orbital_gap_ev=9.317 energy_ha=-764.36393 mol_weight_g_mol=180.15 e_lumo_ev=-0.51 de_lowest_ev=3.211
H -1.1752 0.2853 2.6657 0.0 -1.0 -0.1
O 0.6277 -0.4766 0.2003 1.1 0.1 0.0
H -2.7077 -0.1616 -1.0260 0.3 0.2 1.0
H -1.9541 1.5120 1.1807 -0.9 -0.4 -0.4
H 3.4123 -0.2933 2.0477 -0.6 -0.2 0.0
H 2.8873 2.0496 0.2641 -0.7 0.0 0.4
O 1.0142 -2.8468 2.5758 -2.4 -2.2 0.9
H 1.2285 -3.4071 3.3450 0.3 0.8 -0.8
H -2.3762 2.1440 2.5725 -1.1 0.0 0.2
H 0.7305 -0.7584 -0.7098 0.3 -0.5 -0.7
H -0.1994 2.2786 -1.2706 0.7 1.4 1.5
H -0.8923 2.4044 -2.6135 -0.8 1.5 -1.2
H 1.9936 0.9206 -0.4510 -1.2 0.0 0.7
H -1.4732 0.6967 -1.1039 0.7 1.0 -0.8
H 0.0823 -1.5737 -2.6006 -0.7 -0.7 -0.3
H -1.0085 -1.1853 2.1203 0.7 -0.5 -0.6
O 2.8361 1.3358 -0.3640 1.9 0.1 -1.0
H 1.7268 -2.3431 2.2682 2.0 1.3 -0.1
O -1.3174 -0.6708 2.8479 -0.7 1.1 1.0
O 0.9591 -1.2672 -2.4294 0.6 -0.3 0.7
O -1.9879 0.2066 -0.4692 -1.5 -0.9 -0.2
H 2.1409 -0.4991 1.2156 -0.3 0.2 -0.2
H -2.4210 0.2171 -3.5569 1.7 -1.4 0.2
H -0.2810 -0.2410 0.2374 -1.3 0.2 0.5
H -1.5769 -0.6356 -2.5582 -0.1 -0.1 0.8
H 1.0219 -0.5122 -2.9960 0.2 0.9 -0.6
O 2.4687 -0.5273 2.1176 1.3 0.1 0.4
O -1.6708 1.9158 1.9929 1.9 0.6 -0.1
O -0.4706 1.8215 -2.0319 0.5 -2.6 -0.1
O -1.6176 -0.3889 -3.4707 -1.8 1.3 -1.3

=====

8
Properties=species:S:1:pos:R:3:forces:R:3 method="wB97M-V/def2-TZVPD" smiles="O=CO.S" total_charge=0 orbital_gap_ev=10.183 energy_ha=-589.16115 mol_weight_g_mol=80.11 e_lumo_ev=0.72 de_lowest_ev=0.184
H -3.1543 -0.6655 1.4748 0.4 0.0 -0.4
O 2.9041 0.6246 -0.6306 0.0 0.9 0.5
O 0.9952 -0.3641 -0.0147 -0.4 -0.7 0.3
C 1.6404 0.6231 -0.1579 0.4 -0.2 -0.3
H -1.4156 -0.9893 0.5189 -0.1 0.0 0.2
H 3.3389 -0.2055 -0.4098 -0.2 -0.4 -0.3
S -2.5619 -0.3247 0.3028 -0.2 0.0 0.2
H 1.2673 1.6168 0.0831 0.1 0.4 -0.3